Here is 2 unconnected molecules or ions with the total composition C6H9IN3 at a distorted geometry from the OMol25 dataset. Energies are from ωB97M-V/def2-TZVPD.

Positions of all 19 atoms, in Å:
C (-0.306, 2.071, -0.132)
C (-0.182, -2.169, 0.426)
C (-1.010, 1.984, 2.041)
C (0.828, 1.780, -0.689)
C (0.046, -0.813, -1.315)
C (0.605, -2.062, -1.608)
N (-0.690, 1.481, 0.967)
N (-0.437, -0.899, -0.057)
N (0.472, -2.813, -0.494)
I (2.172, 0.703, 0.565)
H (-0.861, 2.857, -0.629)
H (-0.441, -2.579, 1.387)
H (-1.280, 1.252, 2.756)
H (-1.111, 3.056, 2.387)
H (1.117, 2.253, -1.668)
H (-0.275, 0.111, -1.748)
H (1.179, -2.369, -2.472)
H (-0.663, -0.108, 0.632)
H (0.837, -3.737, -0.347)

Atomic forces in eV per Å
0.0102 2.8669 -3.0183
-0.7826 2.7607 0.4389
-1.2693 1.8462 2.7551
2.7859 0.3294 -1.1686
-0.5128 -1.7926 -0.1182
0.1423 2.3671 -1.2620
-0.9523 -1.7810 1.4898
-0.3027 -3.6909 2.5426
0.3173 -0.9539 -0.2718
0.6772 0.5991 -0.7416
-0.7007 -0.1168 0.1012
0.0166 0.2488 0.0571
-0.3650 -0.3700 1.2356
0.4240 -0.9549 -0.9754
0.1607 -0.7062 1.3501
0.7861 -0.2937 -1.2524
-0.2932 -0.1043 0.1382
-0.1724 -0.0127 -1.0633
0.0309 -0.2414 -0.2371

Computed properties:
relative energy (zero: lowest compared OMol25 entry of this formula, charge and spin): 36.2 kcal per mole
net charge: +1
largest force on an atom: 4.5 eV/A
calculated total energy: -695.6661 Ha